No. 1
{"formula": "C20H38CrN4O5S", "method": "ωB97M-V with the def2-TZVPD basis set", "symbols": ["Cr", "C", "C", "O", "C", "C", "O", "C", "C", "O", "C", "C", "O", "C", "C", "O", "H", "H", "H", "H", "H", "H", "H", "H", "H", "H", "H", "H", "H", "H", "H", "H", "H", "H", "H", "H", "C", "N", "C", "C", "N", "C", "S", "H", "H", "H", "H", "H", "H", "H", "H", "N", "C", "N", "C", "C", "C", "C", "C", "H", "H", "H", "H", "H", "H", "H", "H", "H", "H"], "positions_angstrom": [[-0.587114, -1.210792, -1.175522], [-0.614132, 1.184971, -2.903731], [0.690525, 1.232928, -2.118217], [0.949813, -0.195936, -1.800554], [2.299059, -0.660552, -1.463215], [2.110943, -1.575677, -0.275333], [0.905440, -2.403808, -0.457929], [1.072911, -3.664295, -1.168884], [0.741565, -3.449562, -2.629065], [-0.475233, -2.653935, -2.681729], [-1.723877, -3.315183, -3.017852], [-2.609141, -3.258352, -1.791866], [-2.560054, -1.902750, -1.252167], [-3.472526, -0.976856, -1.943662], [-2.850573, 0.403203, -1.955335], [-1.457754, 0.167826, -2.278516], [-0.455159, 0.876020, -3.934227], [-1.126928, 2.145540, -2.879657], [-0.146704, 2.714218, -0.942265], [1.529933, 1.526975, -2.752264], [2.892654, 0.204632, -1.167314], [2.703251, -1.148513, -2.348291], [1.913968, -0.988282, 0.618284], [2.964908, -2.230790, -0.113888], [0.383419, -4.361353, -0.693914], [2.089600, -4.030033, -1.031121], [0.595642, -4.393142, -3.152441], [1.503528, -2.878642, -3.154834], [-1.538194, -4.346354, -3.315170], [-2.143822, -2.781537, -3.869100], [-2.237186, -3.901802, -0.994525], [-3.641515, -3.528265, -2.013741], [-4.427578, -0.979028, -1.420239], [-3.611365, -1.339622, -2.960992], [-2.906461, 0.905322, -0.989912], [-3.313694, 1.014591, -2.729449], [-0.017668, -0.313422, 3.919183], [-0.907785, -1.266361, 3.269527], [-1.567840, -2.326957, 4.054314], [-2.364286, -3.104458, 2.991832], [-2.065818, -2.356266, 1.749873], [-1.281222, -1.295596, 2.015339], [-0.816934, -0.077692, 0.863511], [-0.593472, 0.329104, 4.584898], [0.484873, 0.293254, 3.170906], [0.720981, -0.860427, 4.502798], [-2.195592, -1.869965, 4.818677], [-0.812730, -2.938371, 4.545051], [-3.433563, -3.101022, 3.190004], [-2.027329, -4.133849, 2.898635], [-2.750727, -2.271155, 1.016654], [0.566567, 1.991717, -0.929817], [1.703347, 2.051933, -0.130670], [1.685943, 2.931002, 0.830894], [2.898196, 3.100992, 1.654853], [3.497149, 4.482583, 1.427964], [2.469680, 5.576364, 1.703428], [1.197017, 5.342576, 0.893455], [0.656118, 3.938689, 1.147261], [3.588572, 2.307130, 1.382011], [2.609538, 2.979797, 2.703425], [3.848994, 4.546468, 0.394324], [4.369216, 4.599763, 2.071425], [2.886664, 6.555321, 1.471188], [2.221639, 5.586005, 2.769389], [1.404579, 5.459169, -0.174377], [0.429260, 6.071027, 1.156184], [-0.261302, 3.751766, 0.590581], [0.409783, 3.819717, 2.205917]], "forces_ev_per_a": [[0.0, 0.0, 0.0], [0.0, 0.0, 0.0], [0.0, 0.0, 0.0], [0.0, 0.0, 0.0], [0.0, 0.0, 0.0], [0.0, 0.0, 0.0], [0.0, 0.0, 0.0], [0.0, 0.0, 0.0], [0.0, 0.0, 0.0], [0.0, 0.0, 0.0], [0.0, 0.0, 0.0], [0.0, 0.0, 0.0], [0.0, 0.0, 0.0], [0.0, 0.0, 0.0], [0.0, 0.0, 0.0], [0.0, 0.0, 0.0], [0.0, 0.0, 0.0], [0.0, 0.0, 0.0], [0.0, 0.0, 0.0], [0.0, 0.0, 0.0], [0.0, 0.0, 0.0], [0.0, 0.0, 0.0], [0.0, 0.0, 0.0], [0.0, 0.0, 0.0], [0.0, 0.0, 0.0], [0.0, 0.0, 0.0], [0.0, 0.0, 0.0], [0.0, 0.0, 0.0], [0.0, 0.0, 0.0], [0.0, 0.0, 0.0], [0.0, 0.0, 0.0], [0.0, 0.0, 0.0], [0.0, 0.0, 0.0], [0.0, 0.0, 0.0], [0.0, 0.0, 0.0], [0.0, 0.0, 0.0], [0.0, 0.0, 0.0], [0.0, 0.0, -0.1], [0.0, 0.0, 0.0], [0.0, 0.0, 0.0], [0.0, 0.0, 0.0], [0.0, -0.1, 0.0], [0.0, 0.1, 0.0], [0.0, 0.0, 0.0], [0.0, 0.0, 0.0], [0.0, 0.0, 0.0], [0.0, 0.0, 0.0], [0.0, 0.0, 0.0], [0.0, 0.0, 0.0], [0.0, 0.0, 0.0], [0.0, 0.0, 0.0], [0.0, 0.0, 0.0], [-0.1, 0.0, 0.0], [0.0, 0.0, 0.0], [0.0, 0.0, 0.0], [0.0, 0.0, 0.0], [0.0, 0.0, 0.0], [0.0, 0.0, 0.0], [0.0, 0.0, 0.0], [0.0, 0.0, 0.0], [0.0, 0.0, 0.0], [0.0, 0.0, 0.0], [0.0, 0.0, 0.0], [0.0, 0.0, 0.0], [0.0, 0.0, 0.0], [0.0, 0.0, 0.0], [0.0, 0.0, 0.0], [0.0, 0.0, 0.0], [0.0, 0.0, 0.0]], "homo_ev": [-16.32, -16.32], "multiplicity": 4, "orbital_gap_ev": [6.3264, 7.0645], "total_charge": 3, "relative_energy_kj_mol": 141.0}

No. 2
{"formula": "C6H6NO6S", "method": "ωB97M-V with the def2-TZVPD basis set", "symbols": ["C", "C", "C", "C", "C", "C", "N", "O", "O", "O", "O", "O", "O", "S", "H", "H", "H", "H", "H", "H"], "positions_angstrom": [[1.167154, -0.077890, 0.350436], [3.859693, 1.036264, -0.099477], [-2.276529, 0.507180, 0.874778], [0.306433, 0.531069, -0.699171], [-0.845280, -1.562723, 0.931366], [-1.712445, -0.650312, 0.093111], [-1.018666, -0.054769, -1.074926], [1.669396, 0.515295, 1.257200], [-2.486439, 1.599770, -0.007273], [3.856006, -0.054845, -0.476965], [-2.451866, 0.564594, 2.069953], [3.873420, 2.167931, 0.124012], [0.619226, -2.252976, -1.056074], [0.703209, -1.931154, 0.415691], [0.029096, 1.582678, -0.498630], [1.025712, 0.356869, -1.511285], [-0.851285, -1.354998, 2.008984], [-2.545796, -1.248238, -0.192499], [-2.154386, 1.104673, -0.787525], [-0.766647, -0.778418, -1.721709]], "forces_ev_per_a": [[-2.4, -2.4, 1.0], [-0.2, 0.1, -0.8], [-0.1, 2.3, 0.5], [-0.9, 1.2, -0.8], [0.2, 0.3, 1.1], [1.7, -0.4, 0.7], [0.7, -0.6, 0.0], [1.2, 1.0, 0.7], [-0.4, -1.7, 2.3], [0.3, -0.6, 0.1], [-0.2, 0.1, -1.3], [0.2, 0.6, 0.6], [0.4, -0.6, -0.4], [0.2, 0.8, -0.3], [1.1, -0.1, 0.0], [-0.6, 0.7, -0.7], [-0.2, -0.4, -0.3], [-0.9, -0.2, -1.0], [0.3, 0.8, -1.2], [-0.3, -0.7, -0.2]], "homo_ev": -3.13, "orbital_gap_ev": 6.1710, "total_charge": -1, "relative_energy_kj_mol": 0.0}

No. 3
{"formula": "C42H40BrN6O7W", "method": "ωB97M-V with the def2-TZVPD basis set", "symbols": ["W", "O", "C", "C", "C", "C", "C", "C", "C", "O", "N", "N", "C", "C", "Br", "C", "C", "C", "C", "C", "C", "C", "H", "H", "H", "H", "H", "H", "H", "H", "H", "H", "H", "H", "H", "H", "C", "O", "C", "C", "C", "C", "C", "C", "N", "C", "N", "C", "C", "C", "C", "C", "C", "O", "C", "N", "C", "C", "C", "C", "C", "C", "O", "C", "H", "H", "H", "H", "H", "H", "H", "H", "H", "H", "H", "H", "H", "H", "H", "H", "H", "H", "H", "H", "H", "H", "O", "C", "C", "C", "C", "O", "N", "H", "H", "H", "H"], "positions_angstrom": [[0.344677, 0.755098, 0.267748], [3.329992, 0.825546, -3.163463], [4.194659, 1.609450, -2.477422], [5.472679, 1.770853, -3.004607], [6.401435, 2.552429, -2.343352], [6.082737, 3.177308, -1.142816], [4.813117, 3.013230, -0.620700], [3.854437, 2.249419, -1.281650], [2.490161, 2.123148, -0.686130], [1.924221, 0.822983, -0.815297], [1.493723, 3.002664, -1.297943], [0.260888, 2.787238, -0.675492], [-0.638338, 3.684773, -0.819083], [-2.000351, 3.631812, -0.310221], [-2.407040, 2.248338, 0.894662], [-2.856868, 4.594361, -0.684432], [-4.268396, 4.827277, -0.379423], [-5.184167, 3.815765, -0.084396], [-6.507628, 4.132377, 0.172422], [-6.931412, 5.453776, 0.145438], [-6.033176, 6.465017, -0.163433], [-4.714034, 6.150029, -0.438457], [2.584879, 0.595550, -2.588628], [5.715755, 1.266881, -3.929722], [7.391451, 2.667769, -2.764466], [6.815228, 3.779121, -0.624135], [4.545464, 3.491213, 0.316121], [2.566435, 2.345385, 0.389391], [1.746640, 3.984985, -1.310202], [-0.401279, 4.575892, -1.398042], [-2.412287, 5.361086, -1.313268], [-4.881170, 2.779667, -0.084254], [-7.213415, 3.342543, 0.390687], [-7.965668, 5.694640, 0.351640], [-6.361668, 7.494435, -0.199129], [-4.015703, 6.938159, -0.692204], [-0.588148, -4.266304, -2.679677], [-0.123097, -4.067790, -1.352822], [-0.410091, -5.021391, -0.427668], [-1.001336, -6.243165, -0.720211], [-1.195047, -7.182100, 0.284802], [-0.812048, -6.912190, 1.587085], [-0.257351, -5.678022, 1.889319], [-0.058528, -4.729538, 0.898956], [0.539791, -3.488551, 1.243862], [0.161208, -2.285214, 0.751420], [-1.147399, -2.165430, 0.452801], [-1.668369, -1.353858, -0.555346], [-1.083385, -0.161072, -0.958549], [-1.663052, 0.523201, -2.046287], [-2.798318, 0.050610, -2.666343], [-3.409488, -1.123467, -2.216706], [-2.843525, -1.826296, -1.175491], [-3.312316, -3.004613, -0.676313], [-4.528940, -3.508910, -1.207263], [0.998850, -1.281536, 0.621408], [2.390649, -1.572420, 0.476052], [2.847066, -2.477635, -0.471704], [4.205013, -2.662569, -0.679727], [5.117302, -1.912481, 0.044529], [4.677263, -0.973371, 0.967171], [3.316589, -0.800634, 1.181324], [2.791347, 0.167052, 1.993937], [3.705673, 0.921856, 2.777944], [-0.304847, -3.373703, -3.230666], [-1.675507, -4.375778, -2.694477], [-0.121955, -5.142979, -3.134107], [-1.288677, -6.479685, -1.734151], [-1.644464, -8.134047, 0.036265], [-0.958031, -7.645047, 2.367580], [0.015929, -5.428695, 2.906494], [1.435196, -3.516364, 1.705788], [-1.730430, -2.938359, 0.739735], [-1.210149, 1.437215, -2.408659], [-3.228967, 0.587923, -3.500522], [-4.307163, -1.481434, -2.699257], [-4.743956, -4.417694, -0.653680], [-4.422655, -3.742523, -2.269416], [-5.340217, -2.791332, -1.069379], [2.122736, -3.036297, -1.051167], [4.542375, -3.376636, -1.417677], [6.178908, -2.036466, -0.117944], [5.395969, -0.366855, 1.497726], [4.321497, 0.268667, 3.398772], [3.103431, 1.568429, 3.409087], [4.349721, 1.538202, 2.144847], [0.951249, 2.651426, 2.137628], [0.378905, 1.843473, 2.867523], [0.144636, 1.938376, 4.351866], [-0.511241, 0.600629, 4.680048], [-0.583521, -0.145327, 3.350057], [-0.989295, -1.268306, 3.199437], [-0.108536, 0.691754, 2.341565], [-0.483237, 2.806113, 4.555057], [1.095192, 2.102381, 4.859079], [-1.522585, 0.694536, 5.073826], [0.053400, -0.006001, 5.386490]], "forces_ev_per_a": [[-0.2, -1.0, 0.2], [0.0, 0.0, 0.0], [0.0, 0.0, 0.0], [0.0, 0.0, 0.0], [0.0, 0.0, 0.0], [0.0, 0.0, 0.0], [0.0, 0.0, 0.0], [0.0, -0.1, -0.2], [0.0, 0.1, 0.4], [0.1, 0.2, 0.3], [-0.1, 0.1, -0.2], [-0.1, 0.1, 0.1], [-0.1, -0.1, 0.0], [0.2, 0.2, -0.2], [0.0, -0.1, 0.0], [-0.1, -0.1, 0.1], [0.1, 0.0, 0.0], [-0.1, 0.0, 0.0], [0.0, 0.0, 0.0], [0.0, 0.0, 0.0], [0.0, 0.0, 0.0], [-0.1, 0.0, 0.0], [0.0, 0.0, 0.0], [0.0, 0.0, 0.0], [0.0, 0.0, 0.0], [0.0, 0.0, 0.0], [0.0, 0.0, 0.0], [0.1, 0.1, -0.1], [0.1, 0.0, 0.1], [0.0, 0.0, 0.0], [0.0, 0.0, 0.0], [0.0, 0.0, 0.0], [0.0, 0.0, 0.0], [0.0, 0.0, 0.0], [0.0, 0.0, 0.0], [0.0, 0.0, 0.0], [0.0, 0.0, 0.0], [0.0, 0.0, 0.0], [0.1, 0.0, 0.0], [0.0, 0.0, 0.0], [0.0, 0.0, 0.0], [0.0, 0.0, 0.0], [-0.1, 0.0, 0.0], [-0.1, -0.1, 0.1], [0.2, 0.1, -0.1], [-0.2, -0.2, 0.2], [0.2, 0.0, 0.1], [-0.1, 0.0, -0.2], [0.0, 0.4, 0.1], [0.0, -0.1, -0.1], [0.0, 0.0, 0.0], [0.0, 0.1, -0.1], [0.1, -0.1, 0.1], [0.0, 0.0, 0.0], [0.0, 0.0, 0.0], [-0.2, 0.2, -0.3], [0.1, 0.1, 0.0], [0.0, -0.1, 0.1], [0.0, 0.0, 0.0], [0.0, 0.0, 0.0], [-0.1, 0.0, 0.0], [0.1, 0.1, -0.1], [0.0, -0.1, 0.1], [0.0, 0.0, 0.0], [0.0, 0.0, 0.0], [0.0, 0.0, 0.0], [0.0, 0.0, 0.0], [0.0, 0.0, 0.0], [0.0, 0.0, 0.0], [0.0, 0.0, 0.0], [0.0, 0.0, 0.0], [0.0, 0.0, -0.1], [-0.1, 0.0, 0.0], [0.0, 0.0, 0.0], [0.0, 0.0, 0.0], [0.0, 0.0, 0.0], [0.0, 0.0, 0.0], [0.0, 0.0, 0.0], [0.0, 0.0, 0.0], [0.0, 0.0, 0.0], [0.0, 0.0, 0.0], [0.0, 0.0, 0.0], [0.0, 0.0, 0.0], [0.0, 0.0, 0.0], [0.0, 0.0, 0.0], [0.0, 0.0, 0.0], [0.1, 0.0, 0.0], [0.1, 0.1, -0.1], [0.0, 0.0, 0.0], [0.0, -0.1, 0.0], [0.0, 0.0, 0.1], [0.0, 0.0, 0.0], [0.0, 0.1, -0.1], [0.0, 0.0, 0.0], [0.0, 0.0, 0.0], [0.0, 0.0, 0.0], [0.0, 0.0, 0.0]], "homo_ev": [-9.79, -10.43], "multiplicity": 3, "orbital_gap_ev": [6.7867, 7.2932], "total_charge": 1, "relative_energy_kj_mol": 0.0}

Repeat the second record exactly.
{"formula": "C6H6NO6S", "method": "ωB97M-V with the def2-TZVPD basis set", "symbols": ["C", "C", "C", "C", "C", "C", "N", "O", "O", "O", "O", "O", "O", "S", "H", "H", "H", "H", "H", "H"], "positions_angstrom": [[1.167154, -0.077890, 0.350436], [3.859693, 1.036264, -0.099477], [-2.276529, 0.507180, 0.874778], [0.306433, 0.531069, -0.699171], [-0.845280, -1.562723, 0.931366], [-1.712445, -0.650312, 0.093111], [-1.018666, -0.054769, -1.074926], [1.669396, 0.515295, 1.257200], [-2.486439, 1.599770, -0.007273], [3.856006, -0.054845, -0.476965], [-2.451866, 0.564594, 2.069953], [3.873420, 2.167931, 0.124012], [0.619226, -2.252976, -1.056074], [0.703209, -1.931154, 0.415691], [0.029096, 1.582678, -0.498630], [1.025712, 0.356869, -1.511285], [-0.851285, -1.354998, 2.008984], [-2.545796, -1.248238, -0.192499], [-2.154386, 1.104673, -0.787525], [-0.766647, -0.778418, -1.721709]], "forces_ev_per_a": [[-2.4, -2.4, 1.0], [-0.2, 0.1, -0.8], [-0.1, 2.3, 0.5], [-0.9, 1.2, -0.8], [0.2, 0.3, 1.1], [1.7, -0.4, 0.7], [0.7, -0.6, 0.0], [1.2, 1.0, 0.7], [-0.4, -1.7, 2.3], [0.3, -0.6, 0.1], [-0.2, 0.1, -1.3], [0.2, 0.6, 0.6], [0.4, -0.6, -0.4], [0.2, 0.8, -0.3], [1.1, -0.1, 0.0], [-0.6, 0.7, -0.7], [-0.2, -0.4, -0.3], [-0.9, -0.2, -1.0], [0.3, 0.8, -1.2], [-0.3, -0.7, -0.2]], "homo_ev": -3.13, "orbital_gap_ev": 6.1710, "total_charge": -1, "relative_energy_kj_mol": 0.0}